1.
67
Properties=species:S:1:pos:R:3 method="wB97M-V/def2-TZVPD" e_homo_ev=-9.1 smiles="CC(C)CN(CCSc1nnco1)S(=O)(=O)F.CN(C)C=O.CN(C)C=O.CN(C)C=O" orbital_gap_ev=9.524 e_lumo_ev=0.44
C 1.76045 -1.85654 3.90996
C 1.18090 -0.41400 3.71574
C 2.21958 0.35761 2.80088
C -0.18321 -0.38403 2.95333
N -0.67082 1.03858 2.90337
C -1.87940 1.27651 3.76054
C -1.78380 0.65211 5.18506
S -2.74440 -0.89563 5.44447
C -4.14496 -0.88968 4.35866
N -5.07429 0.01096 4.14016
N -5.99105 -0.37484 3.23820
C -5.60019 -1.59231 2.86326
O -4.47912 -1.94395 3.51991
S -1.17365 1.27805 1.29263
O -2.06311 0.24540 0.82044
O -1.83600 2.54803 1.18968
F 0.20752 1.33876 0.45325
H 2.84740 -1.73537 4.13152
H 1.22229 -2.38028 4.72961
H 1.70635 -2.41353 2.94854
H 1.18737 0.12932 4.68557
H 1.84359 1.37252 2.52476
H 3.18027 0.49792 3.33591
H 2.32190 -0.19808 1.84035
H -0.93686 -1.11560 3.31342
H 0.05008 -0.67693 1.89884
H -2.78733 0.99052 3.18711
H -1.94622 2.38133 3.90211
H -0.74975 0.44887 5.53140
H -2.19878 1.41118 5.88812
H -6.06144 -2.31425 2.14211
C 1.16343 1.52087 -4.78360
N 1.57291 2.40642 -3.71223
C 0.57872 2.86828 -2.75879
C 2.85140 2.81572 -3.57290
O 3.26233 3.55811 -2.69584
H 0.40433 2.01764 -5.39238
H 0.74290 0.60757 -4.35614
H 2.01211 1.26053 -5.41507
H 0.53469 3.95852 -2.78530
H 0.87173 2.55594 -1.75582
H -0.39988 2.45669 -2.99894
H 3.52292 2.40743 -4.34678
C -5.60681 -6.39497 -1.31810
N -5.82768 -5.59990 -0.12622
C -4.77756 -5.52227 0.87432
C -6.97956 -4.92777 0.08506
O -7.22205 -4.24599 1.06414
H -5.41935 -7.43190 -1.03064
H -4.73891 -6.00638 -1.85539
H -6.47600 -6.35909 -1.97328
H -5.15665 -5.89785 1.82641
H -4.47938 -4.48045 1.00641
H -3.91695 -6.11203 0.56505
H -7.70970 -5.05140 -0.73119
C 8.25352 3.83621 -4.30204
N 6.94872 3.40816 -4.76273
C 5.82640 4.32629 -4.66231
C 6.73727 2.18192 -5.28363
O 5.66397 1.76715 -5.68556
H 8.19617 4.08956 -3.24111
H 8.56485 4.71749 -4.86770
H 8.99092 3.04624 -4.43993
H 5.05166 3.87548 -4.04138
H 5.41792 4.50073 -5.66027
H 6.14341 5.27116 -4.22555
H 7.64862 1.56180 -5.31667

=====

2.
63
Properties=species:S:1:pos:R:3 method="wB97M-V/def2-TZVPD" e_homo_ev=-11.1 charge=+1 orbital_gap_ev=8.444 e_lumo_ev=-2.68
N -0.64681 -0.04422 0.12027
P -0.42875 1.33224 -0.50185
O 0.48918 2.29120 0.34388
O -1.71699 2.16891 -0.83548
N 0.42213 1.18063 -2.03731
C 0.12487 1.92741 -3.10615
N 0.87112 1.53016 -4.11583
C 1.68917 0.50548 -3.69628
C 1.43153 0.27236 -2.39162
C 2.07205 -0.79520 -1.56269
C 2.35924 -0.52981 -0.08117
O 3.63714 -1.11048 0.17076
H -1.62323 -0.28217 0.25105
H 1.29684 2.57249 -0.11040
H -2.21834 1.70218 -1.53315
H -0.61293 2.71333 -3.12809
H 0.83125 1.91567 -5.04753
H 2.39237 0.01928 -4.35127
H 3.04980 -0.96517 -2.01864
H 1.50168 -1.71879 -1.69187
H 2.40520 0.54725 0.11271
H 1.59200 -0.97355 0.54950
H 4.03536 -0.65497 0.92129
C -6.21874 0.56531 -2.39477
C -5.07167 -0.07158 -1.65802
O -3.92269 0.27967 -1.85430
C -5.40355 -1.15642 -0.67625
H -5.85140 1.33110 -3.07334
H -6.76158 -0.19247 -2.96127
H -6.91308 1.01304 -1.68243
H -5.91608 -1.97723 -1.17894
H -6.06986 -0.77004 0.09617
H -4.50183 -1.53982 -0.21028
C -4.13163 -2.62363 3.27415
C -4.81542 -3.69914 2.46362
O -5.28664 -3.46991 1.37330
C -4.88174 -5.07153 3.08414
H -4.14772 -1.68307 2.72827
H -4.64080 -2.49470 4.23030
H -3.09813 -2.90807 3.47814
H -5.41719 -5.02744 4.03379
H -3.87478 -5.44250 3.28200
H -5.39387 -5.75405 2.41122
C 5.12679 -3.28135 4.23357
C 5.95191 -2.63109 3.14864
O 6.62691 -1.65222 3.36356
C 5.87987 -3.25709 1.77675
H 5.25752 -2.74030 5.16712
H 4.07144 -3.27886 3.95483
H 5.43655 -4.31869 4.36908
H 4.84977 -3.23044 1.41629
H 6.20691 -4.29719 1.81301
H 6.51638 -2.70425 1.09005
C 2.92644 5.35437 -0.09242
C 2.43468 5.35915 -1.51801
O 2.57949 4.38801 -2.23278
C 1.72694 6.60015 -1.99307
H 3.42382 4.40704 0.10727
H 3.61861 6.17220 0.10674
H 2.06961 5.46664 0.57580
H 2.39278 7.46114 -1.92091
H 0.85617 6.79671 -1.36539
H 1.41193 6.47429 -3.02577

=====

3.
63
Properties=species:S:1:pos:R:3 method="wB97M-V/def2-TZVPD" e_homo_ev="-9.5 / -10.8" charge=+1 orbital_gap_ev="6.906 / 4.918" spin_multiplicity=5 s_squared=6.030 e_lumo_ev="-2.63 / -5.91"
Rh 0.23852 -0.13186 1.62302
C -4.55904 -1.47430 0.12002
S -3.78625 -2.61164 1.32434
C -2.19080 -1.92044 1.43170
S -1.99552 -0.17632 1.65439
N -1.13855 -2.66803 1.37779
N 0.02288 -2.07816 1.44044
C 1.15591 -2.70648 1.08507
C 2.27642 -1.90984 0.86034
C 3.50073 -2.42692 0.36654
C 4.50550 -1.57378 0.01696
C 4.32292 -0.19171 0.20957
C 3.13301 0.25735 0.72604
N 2.12000 -0.54766 1.05471
H -5.63459 -1.55672 0.23877
H -4.27274 -1.78976 -0.88015
H -4.24024 -0.45450 0.31433
H 1.15247 -3.77554 0.91733
H 3.58585 -3.49694 0.26147
H 5.43270 -1.92773 -0.40235
H 5.11497 0.49551 -0.03215
H 2.96901 1.31343 0.90145
C -0.57095 0.44997 5.26285
Si -1.06041 2.29559 5.29665
C -0.64915 3.11749 6.97043
C -2.88609 2.58416 4.80948
Si 0.45865 3.39939 3.75554
Te 0.21851 2.41001 1.45245
Si 2.85348 3.40905 4.37620
C 3.13056 1.64399 5.04508
C 3.12996 4.70319 5.74608
C 3.94785 3.73014 2.84583
Si -0.26389 5.76445 3.34865
C -0.27021 6.68280 5.01588
C 1.00318 6.48499 2.12568
C -1.99151 5.60900 2.56537
H -1.32569 -0.17873 5.72808
H 0.36347 0.28536 5.79218
H -0.44051 0.09137 4.22838
H -1.28078 2.71861 7.75720
H -0.81196 4.19063 6.93581
H 0.38346 2.94943 7.26111
H -3.54099 1.93059 5.38230
H -3.05638 2.37674 3.75522
H -3.19452 3.60812 5.00688
H 2.64011 1.50264 6.00241
H 4.18278 1.42481 5.19686
H 2.74445 0.89564 4.35797
H 2.42913 4.58060 6.56482
H 3.03638 5.71808 5.37729
H 4.12547 4.61012 6.16710
H 3.72568 3.01327 2.06193
H 5.00543 3.63102 3.07287
H 3.80199 4.72186 2.43073
H 0.68807 6.63376 5.52145
H -1.02350 6.29449 5.69258
H -0.49698 7.73235 4.85533
H 1.96002 6.68637 2.59564
H 0.65066 7.42247 1.70543
H 1.16770 5.80011 1.29925
H -2.75420 5.36895 3.29853
H -1.99693 4.82774 1.80999
H -2.29275 6.53230 2.07897

=====

4.
79
Properties=species:S:1:pos:R:3 method="wB97M-V/def2-TZVPD" e_homo_ev=-9.6 orbital_gap_ev=9.103 e_lumo_ev=-0.55
C -1.85736 3.17020 5.49173
C -1.21591 3.19651 4.11255
Br -2.31606 4.39994 2.99641
C -1.15973 1.80776 3.41168
Br -2.84813 1.36456 2.61173
B -0.73495 0.61096 4.31719
O -0.94927 -0.68130 3.86651
B 0.07336 -1.54529 4.12351
O 0.86520 -1.37319 5.28112
B 0.89074 -0.11775 5.75694
S 2.38309 0.52789 6.77804
O 1.93691 1.49495 7.74221
O 3.17099 -0.54972 7.30313
C 3.46119 1.34506 5.49174
F 4.65712 1.57247 6.01918
F 3.59265 0.43268 4.50246
C 2.89362 2.65439 4.84481
F 3.91685 3.45536 4.51810
F 2.08499 3.32607 5.66293
F 2.22587 2.35042 3.71588
O -0.11664 0.77040 5.55558
H -2.21224 4.15982 5.75913
H -1.11758 2.87734 6.23719
H -2.66263 2.43808 5.54380
H -0.24684 3.68192 4.09666
H -0.42107 1.89619 2.61031
H 0.37798 -2.43422 3.40726
O -0.75625 -2.89504 0.37449
P -1.48441 -3.79811 -0.54723
O -1.44102 -5.22359 0.21532
C -2.20013 -5.42729 1.40791
C -3.68760 -5.57499 1.14628
O -0.35138 -4.11349 -1.66210
C 0.75897 -3.23873 -1.87607
C 1.98698 -3.72920 -1.14048
O -2.75044 -4.08424 -1.44805
C -3.01855 -3.26858 -2.62205
C -2.48868 -3.93281 -3.87801
H -2.00835 -4.60816 2.10802
H -1.81052 -6.34196 1.85343
H -4.12353 -4.63957 0.79157
H -4.20536 -5.86201 2.06224
H -3.86805 -6.33041 0.38163
H 0.51238 -2.21698 -1.58721
H 0.94597 -3.23104 -2.95246
H 1.76092 -3.91530 -0.09103
H 2.79278 -2.99703 -1.20758
H 2.33530 -4.66994 -1.56935
H -2.61249 -2.26347 -2.49442
H -4.10168 -3.17825 -2.67601
H -1.45292 -3.65851 -4.06732
H -3.07664 -3.61724 -4.74028
H -2.53404 -5.01656 -3.78388
O 2.33688 1.30154 -4.16880
P 1.32123 2.28527 -3.78944
O 0.60261 1.94956 -2.41743
C 1.35658 1.86971 -1.20055
C 1.78756 3.22569 -0.67464
O 0.06348 2.08116 -4.78046
C 0.14591 1.22665 -5.92070
C -0.43512 -0.13955 -5.62127
O 1.32544 3.86019 -3.76510
C 1.57685 4.60756 -4.98013
C 0.28002 5.03885 -5.63875
H 2.22903 1.22751 -1.34485
H 0.70523 1.38862 -0.47176
H 2.53035 3.68824 -1.32616
H 2.23531 3.10625 0.31338
H 0.94780 3.91692 -0.60252
H 1.17464 1.14376 -6.27109
H -0.42734 1.71144 -6.71441
H 0.00743 -0.55717 -4.71626
H -0.25894 -0.82489 -6.45125
H -1.51100 -0.06496 -5.45344
H 2.20557 4.03050 -5.66080
H 2.14583 5.48292 -4.67296
H -0.09234 4.27980 -6.32373
H 0.44174 5.95055 -6.21434
H -0.48815 5.21490 -4.88769

=====

5.
60
Properties=species:S:1:pos:R:3 method="wB97M-V/def2-TZVPD" e_homo_ev="1.5 / -0.2" charge=-2 orbital_gap_ev="3.421 / 5.096" spin_multiplicity=3 s_squared=2.016 e_lumo_ev="4.95 / 4.92"
C -0.10865 -1.63778 -2.74392
C 0.77663 -0.50814 -2.88997
C -0.03252 0.68306 -2.86595
C 2.21736 -0.56391 -3.24979
C -1.40667 0.28002 -2.82489
C -1.45637 -1.13090 -2.71791
C -2.69085 -1.95291 -2.73600
C 0.25182 -3.07522 -2.81639
C 0.43512 2.07879 -3.03977
C -2.59160 1.17189 -2.92038
W -0.02366 -0.50290 -0.73655
Cl 1.92124 0.86697 -0.29921
Cl 1.74995 -2.09985 -0.25016
O -1.24904 1.07923 -0.31510
H 2.63392 -1.56004 -3.07934
H 2.80690 0.15432 -2.67210
H 2.33626 -0.31415 -4.31128
H 1.41498 2.24675 -2.58020
H -0.26828 2.79171 -2.58985
H 0.51525 2.32162 -4.10772
H -2.38131 2.15815 -2.49396
H -3.45045 0.74850 -2.38394
H -2.89818 1.31871 -3.96595
H -3.51812 -1.43225 -2.23714
H -2.53629 -2.91342 -2.23256
H -3.00715 -2.15470 -3.76937
H 1.24372 -3.25606 -2.39706
H 0.24689 -3.42633 -3.85497
H -0.45506 -3.68330 -2.24224
H -2.15356 0.79507 -0.06884
O -1.23186 -1.95953 -0.00492
H -2.18170 -1.76468 0.05611
C 2.01123 2.25603 2.67055
Si 0.31171 2.00935 1.86617
C -0.97467 2.69178 3.09987
C 0.18724 3.32831 0.51077
C -0.07047 0.14042 1.72934
Si 0.62790 -1.17072 2.88519
C -0.03265 -0.76473 4.61198
C 0.02105 -2.91662 2.49693
C 2.50391 -1.20154 3.01956
H 2.13509 3.32621 2.89170
H 2.84283 1.96001 2.01574
H 2.11420 1.71664 3.62233
H -0.75500 3.74745 3.32195
H -1.98377 2.64795 2.66952
H -0.98735 2.14180 4.04693
H 0.92912 3.22005 -0.29254
H -0.80672 3.34708 0.04602
H 0.34825 4.31811 0.96622
H -1.17799 0.02620 1.79682
H -1.12564 -0.87278 4.63962
H 0.39372 -1.46094 5.34876
H 0.22002 0.25754 4.92057
H 0.44888 -3.30891 1.56323
H 0.30390 -3.59036 3.32029
H -1.07270 -2.94440 2.39249
H 2.93686 -1.91342 2.30319
H 2.96385 -0.22130 2.84186
H 2.77848 -1.52793 4.03624

=====

6.
71
Properties=species:S:1:pos:R:3 method="wB97M-V/def2-TZVPD" e_homo_ev="-17.4 / -17.4" charge=+3 orbital_gap_ev="4.019 / 3.186" spin_multiplicity=2 s_squared=1.771 e_lumo_ev="-13.36 / -14.20"
Tl -0.46779 28.83914 -9.20314
F -2.72276 30.60770 -8.84833
O -0.03371 31.05789 -7.04202
C -0.39481 31.89770 -6.23811
O -0.07345 31.97893 -4.97769
C -0.55900 33.16130 -4.33346
C -1.72088 33.56069 -5.25260
C -1.25524 33.08289 -6.62181
H 0.18042 33.95712 -4.24393
H -0.90265 33.01435 -3.30954
H -1.99176 34.61649 -5.25660
H -2.66199 33.05814 -5.02936
H -0.65472 33.75700 -7.23258
H -2.10290 32.79409 -7.24325
O -7.84452 34.68788 -9.34309
C -6.79289 34.20517 -8.94206
O -5.67061 34.86468 -9.14879
C -4.56602 34.09438 -8.63496
C -5.09154 32.66788 -8.49598
C -6.60437 32.86249 -8.28055
H -4.19927 34.57444 -7.72768
H -3.71874 34.24170 -9.30467
H -4.55408 32.25454 -7.64253
H -4.75519 32.15590 -9.39756
H -7.00925 32.97861 -7.27522
H -7.20094 32.12634 -8.81933
O -3.82852 29.61975 -12.45352
S -2.48201 30.16698 -12.65114
O -1.33367 29.64682 -11.94842
O -2.25839 30.27130 -14.28082
C -1.04143 30.63020 -14.85728
C -0.21566 29.48325 -15.08226
C -2.62321 31.93929 -12.30850
H -0.53405 31.39402 -14.26800
H -1.29733 31.07691 -15.81804
H -0.83511 28.91492 -15.77607
H -0.02727 28.90167 -14.17984
H 0.72648 29.74891 -15.56174
H -2.85814 31.91110 -11.24449
H -3.36316 32.38466 -12.97351
H -1.69284 32.47951 -12.48360
O -5.42484 26.91885 -8.67288
S -4.77118 27.71066 -9.72929
O -3.27994 27.91669 -9.80193
O -5.23225 27.04912 -11.19302
C -6.57391 26.64337 -11.36830
C -6.81829 26.68112 -12.87258
C -5.60290 29.33674 -9.92177
H -7.20922 27.38750 -10.88793
H -6.70579 25.65196 -10.93493
H -6.55338 27.63663 -13.32527
H -7.85514 26.39113 -13.04270
H -6.24981 25.87478 -13.33595
H -6.41373 29.41463 -9.19748
H -5.99181 29.46704 -10.93167
H -4.86113 30.10583 -9.70642
O -3.48542 31.44988 -1.92484
S -3.58916 30.32517 -2.85573
O -4.68842 29.34549 -2.73167
O -3.60629 30.92580 -4.42049
C -3.96015 30.10523 -5.49970
C -5.42749 29.89101 -5.74734
C -2.00520 29.40338 -2.86945
H -3.45780 29.14885 -5.35463
H -3.58754 30.49318 -6.44773
H -5.97104 30.83449 -5.69742
H -5.98943 29.22177 -5.09585
H -5.67581 29.58243 -6.76284
H -1.72470 29.16869 -1.84264
H -1.26624 29.95823 -3.44753
H -2.17427 28.52004 -3.48527

=====

7.
66
Properties=species:S:1:pos:R:3 method="wB97M-V/def2-TZVPD" e_homo_ev=-8.2 smiles="CCCCN[C@]1(C)OS(=O)(=O)O[C@H]1NCC.O=S1(=O)CCCC1.O=S1(=O)CCCC1" orbital_gap_ev=8.704 e_lumo_ev=0.48
C -5.35704 -2.43832 0.18970
C -4.48651 -1.13611 -0.29585
C -3.94597 -1.34868 -1.86114
C -2.55070 -0.43489 -1.98808
N -2.96432 0.98427 -1.67580
C -2.07822 2.02233 -2.32296
C -1.81383 2.00645 -3.94006
O -0.77462 2.36739 -1.73546
S -0.89956 3.48062 -0.42682
O -0.83664 2.81540 0.99457
O -0.08734 4.82669 -0.52893
O -2.61605 3.68942 -0.61323
C -2.95296 3.41340 -2.04976
N -2.50599 4.69920 -2.70184
C -3.30291 5.05835 -3.93378
C -4.92663 5.13532 -3.72357
H -4.65529 -3.38965 0.09764
H -6.26278 -2.55084 -0.57290
H -5.73696 -2.24209 1.28408
H -3.58833 -0.85439 0.43224
H -5.19290 -0.17447 -0.28182
H -4.73033 -0.82267 -2.56492
H -3.76153 -2.48473 -2.12661
H -2.16335 -0.61884 -3.07643
H -1.73795 -0.87971 -1.25687
H -2.84094 1.09145 -0.62477
H -1.37430 0.98349 -4.35278
H -2.87952 2.17021 -4.45063
H -1.09954 2.88729 -4.25843
H -4.08797 3.14908 -1.95739
H -2.54729 5.42432 -1.95336
H -2.96924 4.37649 -4.85123
H -2.95673 6.15966 -4.24046
H -5.49294 5.74349 -4.57426
H -5.25792 5.56607 -2.68457
H -5.32599 4.01474 -3.80620
O 0.49689 1.60095 0.76134
S 1.35459 1.16290 1.84236
O 1.19024 1.63494 3.20273
C 1.38419 -0.61885 1.85296
C 2.52459 -0.98109 0.91326
C 3.65954 -0.01418 1.24727
C 3.05571 1.38584 1.34424
H 0.41884 -1.01063 1.52803
H 1.59817 -0.94387 2.87552
H 2.83042 -2.02419 1.03585
H 2.21255 -0.83923 -0.12834
H 4.10359 -0.29196 2.21091
H 4.45549 -0.04974 0.49686
H 3.57454 1.99714 2.08697
H 3.06150 1.89221 0.37511
O 5.61815 -2.85767 1.46224
S 4.82717 -3.88202 2.11123
O 3.59259 -4.38506 1.54271
C 5.88983 -5.26219 2.48741
C 6.45012 -4.94026 3.86479
C 5.27154 -4.40509 4.67666
C 4.53698 -3.38901 3.80369
H 6.66136 -5.35940 1.72173
H 5.27038 -6.16361 2.51509
H 6.89846 -5.82174 4.33235
H 7.22455 -4.16810 3.78426
H 4.59630 -5.23206 4.92789
H 5.60038 -3.95270 5.61746
H 3.46238 -3.38973 4.00306
H 4.94004 -2.38132 3.93700